(1)
The following is a quantum chemistry calculation of a 2-piece molecular cluster, C3H4O3 overall, from the Open Molecules 2025 dataset.

```
10
Properties=species:S:1:pos:R:3:mulliken_charge:R:1
C 1.960 -0.527 -0.308 0.772
H -1.993 -2.401 -0.778 0.368
H 3.358 0.831 -1.039 0.185
H -1.498 -0.132 1.423 0.303
C -1.736 -0.449 -0.492 -0.171
H 2.556 1.178 0.660 0.281
C 2.667 0.548 -0.154 -0.889
O -1.629 0.299 0.444 -0.109
O 1.409 -1.555 -0.286 -0.344
O -1.866 -1.738 -0.031 -0.396
```

As for the spin multiplicity: 1. As for the HOMO energy: -9.05 eV. Its relative energy (zero: lowest compared OMol25 entry of this formula, charge and spin) is 91.0 kcal/mol. As for the total energy: -342.3108 hartree. Its frontier orbital gap is 0.357 hartree.

***

(2)
The following is a quantum chemistry calculation of C34H30N5OS4SeSiY as an isolated structure, from the Open Molecules 2025 dataset.

```
77
Properties=species:S:1:pos:R:3:mulliken_charge:R:1
C 0.292 0.733 3.462 -0.294
H 4.954 2.640 -1.817 0.508
H 2.685 1.608 -1.837 0.099
Se 6.251 3.329 4.778 0.233
Si 0.837 0.768 -3.679 0.532
C 1.350 -2.514 -1.230 -0.816
H -3.966 -0.620 -2.239 0.662
N 1.050 0.950 2.393 0.645
C 4.868 2.656 2.813 1.110
O 0.917 0.501 -2.081 0.288
H 1.719 -4.629 1.184 0.466
H 0.246 -4.582 -2.571 0.502
C -3.323 1.952 -0.477 0.574
N 2.493 1.548 0.186 0.500
S -0.940 2.887 0.641 -0.490
H -2.094 -4.726 -3.430 0.441
H -3.471 -0.772 -0.530 0.525
H -3.642 -2.825 -2.983 0.512
C 0.271 -3.053 1.255 0.138
C 4.323 2.380 1.489 0.389
Y 0.078 0.493 -0.105 0.540
H -5.497 4.098 1.854 0.368
H 2.474 0.523 -5.545 0.407
C 5.031 2.686 0.329 -0.769
H 0.197 -6.335 2.129 0.395
C -4.708 1.913 -0.593 -0.439
C 0.702 1.011 4.763 -1.103
C -2.688 2.772 0.464 0.386
C -0.433 -0.315 -4.541 -0.958
H -1.446 -0.061 -4.221 0.211
C -0.144 -5.319 1.982 -0.685
H 6.014 3.130 0.414 0.542
S -1.666 -1.019 1.490 -0.587
H -0.271 -1.378 -4.342 0.217
H 2.331 1.766 5.953 0.536
C -5.500 2.673 0.249 -0.783
S 1.448 -1.952 0.499 -0.250
C 2.506 0.386 -4.462 -1.348
H -6.578 2.633 0.164 0.391
H -5.168 1.289 -1.349 0.353
C 1.954 1.537 4.966 -0.791
C -2.619 -2.805 -2.633 -0.939
H 1.876 -1.750 -1.808 -0.119
C 2.259 1.497 2.582 -0.839
C -2.160 -1.712 -1.909 -0.014
C 0.702 -4.366 1.452 -0.446
C 0.417 2.560 -4.026 -1.077
H -3.042 4.184 2.025 0.435
C -3.121 -0.610 -1.552 -1.154
H 1.871 -3.465 -1.325 0.703
H 1.175 3.228 -3.610 0.284
H -0.539 2.826 -3.568 0.235
H 2.805 -0.648 -4.267 0.317
H -0.385 -0.168 -5.623 0.581
H -2.120 -5.668 2.753 0.372
C -0.459 -3.778 -2.409 -0.905
C -4.891 3.493 1.191 -0.562
C 4.452 2.418 -0.887 -1.110
C -1.758 -3.856 -2.880 -0.896
H 3.296 1.036 -4.074 0.295
H 0.347 2.759 -5.098 0.407
C 4.086 2.370 3.988 1.136
C -1.024 -2.643 1.617 1.052
H -2.862 -3.349 2.443 0.447
C 3.182 1.849 -0.909 -0.053
S -2.304 1.008 -1.581 0.052
C 3.052 1.810 1.379 -0.416
C -0.066 -2.641 -1.719 0.409
C -1.438 -4.940 2.333 -0.669
H -0.682 0.306 3.268 0.367
C -3.513 3.545 1.290 -0.775
C 2.754 1.793 3.854 0.352
N 6.050 3.172 3.016 -0.866
C -1.858 -3.638 2.159 -0.855
H 0.033 0.806 5.587 0.461
N 4.643 2.654 5.134 -0.861
N -0.903 -1.630 -1.469 1.499
```

As for the spin multiplicity: 1. As for the HOMO energy: -7.16 eV. Its relative energy (zero: lowest compared OMol25 entry of this formula, charge and spin) is 0.0 kcal/mol. As for the total energy: -5985.0030 hartree. Its frontier orbital gap is 0.231 hartree.

***

(3)
The following is a quantum chemistry calculation of one molecule with the formula C8H13P, from the Open Molecules 2025 dataset.

```
22
Properties=species:S:1:pos:R:3:mulliken_charge:R:1
H 1.793 -1.025 -0.839 0.517
C -0.414 -1.018 -2.980 -1.060
H -0.677 -1.038 2.903 0.358
H -0.367 1.959 0.681 0.397
C -0.078 0.998 1.149 -1.085
H 2.886 1.483 -0.494 0.236
C -1.584 -0.252 -0.339 -0.625
H -1.158 -0.935 -3.707 0.344
H 0.327 1.154 2.138 0.372
H -2.644 -0.034 -0.744 0.236
H 1.910 0.214 1.289 0.504
C 1.234 0.584 0.558 -0.284
H -2.076 0.636 1.487 0.423
H 0.055 -1.656 1.346 0.357
P -0.401 -0.117 -1.541 0.423
H 0.570 -0.818 -3.287 0.262
H 1.319 2.164 -1.012 0.317
C 1.740 1.336 -0.590 -0.950
C -0.798 -1.336 1.861 -1.253
C 1.241 -0.111 -0.790 -0.160
C -1.265 0.018 1.136 0.357
H -1.613 -2.209 1.774 0.313
```

As for the spin multiplicity: 1. As for the HOMO energy (alpha / beta): -7.06 / -7.06 eV. The SMILES is C=P1=C[C@@H](C)C[C@@H]2C[C@@H]21. Its relative energy (zero: lowest compared OMol25 entry of this formula, charge and spin) is 66.1 kcal/mol. As for the total energy: -653.7949 hartree. Its frontier orbital gap (alpha / beta) is 0.267 / 0.268 hartree.

***

(4)
The following is a quantum chemistry calculation of C36H51ClIrN5O3S3Sb as an isolated structure, from the Open Molecules 2025 dataset.

```
101
Properties=species:S:1:pos:R:3:mulliken_charge:R:1
S 3.154 -4.489 0.436 -0.124
H 0.942 2.188 6.988 0.438
H -4.460 2.121 2.108 0.323
C -3.546 -0.481 -2.944 -1.834
H -3.662 -1.143 -3.808 0.506
H -0.993 -6.950 3.393 0.443
H -2.523 -0.091 -2.967 0.222
H -0.035 3.891 -0.206 0.212
H 1.126 2.417 4.515 0.445
Cl 0.046 0.028 8.586 -0.199
H 4.747 2.008 0.677 0.410
H 2.980 2.399 -0.192 0.179
H 4.955 1.927 -1.101 0.394
O 0.955 1.680 2.168 -0.627
S 0.753 -5.591 -1.907 0.021
C -0.036 -5.448 2.074 -0.557
C -4.150 2.621 1.190 -1.772
H -5.626 -1.599 3.007 0.503
C -4.091 2.612 -1.293 -1.699
H 1.272 -2.258 2.523 0.119
H -6.026 -1.309 1.314 0.345
H -2.940 -7.072 1.641 0.519
C -3.518 -2.544 1.703 -2.282
H 2.330 -1.520 -0.235 -0.544
Ir -0.064 -0.635 0.039 1.234
O -0.388 -2.579 0.356 0.642
H -5.983 -0.900 -1.679 0.251
C -4.510 1.809 -0.057 1.539
C 4.577 -1.136 -0.310 -0.678
C -1.040 -6.368 2.484 -0.793
H -6.502 2.561 -0.223 0.498
H -3.076 2.820 1.259 0.237
H -2.041 -0.601 2.831 0.047
H -2.462 -2.682 1.463 0.067
C 0.381 0.454 4.124 0.453
C 1.124 -5.048 -3.481 -0.708
H -4.114 -3.062 0.951 0.412
H -4.234 0.352 -3.079 0.389
C -3.827 -1.274 -1.664 1.991
H -5.506 -2.329 -0.756 0.295
C 1.776 -3.564 0.901 -0.972
C 0.982 2.157 -0.380 0.788
C -6.017 1.586 -0.104 -1.521
H 4.267 -1.741 0.543 0.200
C 0.428 -3.709 0.196 3.709
Sb -3.260 0.001 0.035 -0.310
C -2.905 -2.488 -1.680 -1.781
S -1.816 -5.416 0.254 0.091
H 5.968 0.973 -0.022 0.286
H -0.921 1.824 -0.485 -0.422
C -5.400 -0.969 2.140 -1.918
N 0.870 3.508 -0.426 -0.511
C -3.110 -0.466 2.988 -1.639
H -3.010 -3.132 -0.813 -0.076
N 2.280 1.698 -0.355 0.110
C -2.064 -6.446 1.594 -0.667
H 3.715 -2.630 3.462 0.434
H -3.304 0.600 3.125 0.206
H -1.852 -2.204 -1.745 0.079
H 5.661 -1.083 -0.312 0.303
H 0.897 -2.012 -2.151 0.264
C 0.658 -3.989 -1.292 -0.069
C -0.309 -4.856 0.877 -1.179
H -3.128 -3.080 -2.575 0.666
C 1.164 -3.689 -3.547 -0.857
H -5.474 -2.360 -2.518 0.464
H -5.694 0.049 2.401 0.376
C -0.198 -0.866 6.053 -1.331
C 2.716 0.395 -0.277 0.802
H 1.640 4.073 -0.110 0.214
H -3.379 -0.971 3.922 0.543
O 0.121 -0.410 1.976 0.519
N 1.889 -0.614 -0.356 -0.181
N -0.023 1.361 -0.465 0.087
C 4.054 -3.945 1.785 -0.750
C 3.335 -3.081 2.555 -1.022
H -0.567 -1.781 6.495 0.430
H -6.407 1.135 0.804 0.235
H 0.856 -5.241 2.647 0.563
H 1.271 -5.756 -4.280 0.497
C 0.756 1.503 4.958 -0.645
H 1.362 -3.139 -4.455 0.441
H -0.391 -1.549 4.038 0.459
H -4.478 2.182 -2.214 0.383
H -3.710 -3.040 2.661 0.586
H 5.064 -4.290 1.938 0.504
C 0.508 0.651 2.645 0.057
C 0.655 1.378 6.332 -0.806
C 4.963 1.353 -0.170 -1.086
C -5.281 -1.732 -1.641 -1.513
C 0.905 -3.086 -2.287 -0.298
H -4.664 3.587 1.153 0.484
H -4.496 3.626 -1.213 0.500
H 4.256 -1.617 -1.237 0.340
N 4.045 0.222 -0.215 0.131
H -3.004 2.700 -1.392 0.165
C -3.910 -1.076 1.835 2.277
C 2.026 -2.863 2.044 0.218
C -0.096 -0.730 4.680 0.135
C 0.177 0.192 6.868 0.408
H -6.319 0.971 -0.951 0.280
```

Its charge is +1. As for the spin multiplicity: 1. As for the HOMO energy: -10.54 eV. Its relative energy (zero: lowest compared OMol25 entry of this formula, charge and spin) is 0.0 kcal/mol. As for the total energy: -3901.0151 hartree. Its frontier orbital gap is 0.265 hartree.

***

(5)
The following is a quantum chemistry calculation of one molecule with the formula C14H24N2O2S, from the Open Molecules 2025 dataset.

```
43
Properties=species:S:1:pos:R:3:mulliken_charge:R:1
C -2.392 -1.984 -1.069 -0.735
H -1.899 -2.835 -0.581 0.391
H 2.602 2.550 1.806 0.400
S -1.330 -1.077 2.601 -0.186
H -2.699 -2.273 -2.079 0.240
C -2.951 0.668 1.657 -0.315
H 1.618 3.228 0.506 0.305
H 2.219 2.692 -1.710 0.432
C 2.005 2.301 0.927 -1.189
C 1.536 -1.014 -0.308 0.093
C 0.968 0.964 -1.603 -0.102
H 3.414 0.399 1.484 0.401
H 3.469 -1.673 0.380 0.426
H -0.390 -0.757 -3.032 0.511
H 1.066 -0.546 0.572 -0.183
C -1.434 -0.788 -1.160 2.303
C 3.056 -0.862 -0.224 -1.169
H -3.024 0.278 -1.387 0.440
C -2.749 -0.678 1.685 0.394
H -3.774 1.129 1.141 0.476
N 2.859 1.670 -0.051 0.219
H 3.452 -0.967 -1.235 0.383
C -1.964 1.391 2.364 -0.391
H 0.598 1.241 -2.593 0.463
C 3.525 0.460 0.398 -0.782
H 0.251 1.359 -0.866 0.181
H 1.149 1.691 1.257 0.406
H 3.072 1.179 -2.042 0.389
C -0.188 -1.103 -2.016 -1.964
H -3.169 -2.734 1.308 0.418
H -1.954 2.463 2.446 0.426
C 2.330 1.648 -1.394 -1.455
C -1.029 0.585 2.926 -0.421
H 4.599 0.568 0.185 0.272
H -4.602 -1.670 1.318 0.296
C -3.553 -1.748 1.012 -0.917
H 1.289 -2.079 -0.282 0.558
H -1.099 -0.534 -0.143 -1.080
N 1.039 -0.485 -1.566 0.135
H -0.180 0.857 3.521 0.504
O -3.590 -1.646 -0.398 -0.379
O -2.115 0.316 -1.713 -0.654
H -0.030 -2.184 -2.043 0.461
```

As for the spin multiplicity: 1. As for the HOMO energy: -7.77 eV. The SMILES is CN1CCCN(C[C@@H](O)COCc2cccs2)CC1. Its relative energy (zero: lowest compared OMol25 entry of this formula, charge and spin) is 65.5 kcal/mol. As for the total energy: -1205.9827 hartree. Its frontier orbital gap is 0.308 hartree.

***

(6)
The following is a quantum chemistry calculation of one molecule with the formula C2H8N2S2, from the Open Molecules 2025 dataset.

```
14
Properties=species:S:1:pos:R:3:mulliken_charge:R:1
S -0.541 0.437 2.119 -0.225
S 2.277 0.328 0.732 -0.186
H 0.454 1.636 0.395 0.449
H 0.278 0.983 3.078 0.147
C 0.494 0.540 0.532 -0.299
H -1.619 0.839 -1.197 0.250
C -0.580 -1.358 -0.317 -1.084
H -0.092 -1.652 0.603 0.431
H 2.291 0.669 -0.525 0.106
H -0.444 0.320 -2.269 0.223
N -0.583 0.735 -1.435 -0.712
H -0.236 -2.048 -0.994 0.374
H -1.721 -1.327 -0.166 0.283
N 0.022 -0.103 -0.556 0.241
```

As for the spin multiplicity: 1. As for the HOMO energy: -8.85 eV. The SMILES is CN(N)C(S)S. Its relative energy (zero: lowest compared OMol25 entry of this formula, charge and spin) is 60.3 kcal/mol. As for the total energy: -986.7866 hartree. Its frontier orbital gap is 0.352 hartree.